Entry from OMol25: one molecule with the formula C5H8N4OS at a distorted geometry (the ωB97M-V functional and the def2-TZVPD basis).

Output
Spin multiplicity: 3
DFT total energy (eV): -24153.6091
<S²>: 2.02
Total charge: 0

Element x y z (Å)
C 0.68283 0.75844 1.17419
C -0.28725 -0.13738 -2.32351
C 1.84362 -0.25561 -0.85355
C -1.15254 -0.55486 0.03608
C -1.19168 0.17575 2.29425
N 1.75715 0.38399 0.34763
N 1.06572 -0.19274 -2.00252
N -1.24060 -0.37175 -1.25473
N -0.53148 0.17433 1.05147
O 1.05698 1.47742 2.10482
S -0.95344 0.15695 -3.85166
H 2.79721 -0.83856 -1.17249
H -1.80818 -1.40277 0.40237
H -1.47653 1.20579 2.52898
H -2.05856 -0.34837 2.34826
H -0.44526 -0.06700 2.95486
H 2.65383 0.76997 0.79461
H 1.50141 -0.39431 -2.88736
H -2.21326 -0.53929 -1.69172

---

Entry from OMol25: a 4-piece molecular cluster, C3H12O4 overall (the ωB97M-V functional and the def2-TZVPD basis).

Output
Structure (SMILES): C/C=C/O.O.O.O
Total charge: 0
ΔE to the lowest compared entry with this formula, charge and spin (eV): 1.2052

Element x y z (Å)
C 0.19627 1.85061 2.39192
C -0.47910 0.53876 2.11611
C 0.07409 -0.54044 1.59003
O -0.59612 -1.69003 1.24656
H 0.57173 1.92155 3.41554
H 1.06657 2.04176 1.79235
H -0.51842 2.65088 2.22773
H -1.54192 0.52698 2.34202
H 1.15837 -0.62128 1.50504
H -1.07641 -1.52573 0.42637
H 1.60374 -0.40273 -1.39004
H 1.33599 -1.81684 -1.91909
O 1.91653 -1.32035 -1.33582
H -2.15889 -2.49678 -4.05462
H -1.18783 -1.57297 -3.43457
O -1.99586 -2.05481 -3.21044
H 0.76216 1.37300 -0.49707
H 0.43343 1.99533 -1.83266
O 0.43567 1.14309 -1.37937

---

Entry from OMol25: one molecule with the formula N2O3S at a distorted geometry (the ωB97M-V functional and the def2-TZVPD basis).

Output
Structure (SMILES): O=NS(=O)#[N+][O-]
Total charge: 0
ΔE to the lowest compared entry with this formula, charge and spin (eV): 5.9951

Element x y z (Å)
N 0.90614 -0.00623 0.83654
N -0.75056 -0.25298 -1.10269
O 1.69450 0.43257 0.03584
O 0.05920 0.46411 -1.68678
O -1.47782 -0.71593 1.58891
S -0.82610 0.27777 0.69840

---

Entry from OMol25: a 7-piece molecular cluster, C47H108N6O10 overall at a distorted geometry (the ωB97M-V functional and the def2-TZVPD basis).

Output
Structure (SMILES): CC1(C)CCCC(C)(C)N1O.CC1(C)CCCC(C)(C)N1O.CC1(C)CCCC(C)(C)N1O.COCCNCCOC.COCCNCCOC.COCCNCCOC.CCO
DFT total energy (eV): -79892.5316
Total charge: 0

Element x y z (Å)
C -0.02283 -0.50874 -1.42444
C 0.99614 -1.18227 -0.47951
O 1.91445 -0.21687 -0.01270
H 0.28615 -0.29391 -2.44742
H -0.46022 0.37812 -0.96589
H -0.90000 -1.15211 -1.35547
H 1.56783 -1.91999 -1.04257
H 0.44584 -1.42360 0.42990
H 2.23025 -0.62703 0.79578
C -2.78347 -3.08484 -0.51184
C -3.24536 -4.02642 0.62579
C -4.48586 -4.84693 0.30148
C -4.25742 -6.26273 -0.27428
C -3.17605 -6.98180 0.55602
C -1.81577 -6.19293 0.53535
N -2.23346 -4.87140 1.16394
O -1.08301 -4.24404 1.56471
C -0.90973 -7.00125 1.48050
C -1.15951 -6.12555 -0.78373
C -3.65614 -3.08135 1.74807
H -1.71987 -2.88019 -0.63421
H -3.43719 -2.21277 -0.49632
H -3.06058 -3.60408 -1.42929
H -5.08588 -5.09085 1.17817
H -5.08414 -4.25675 -0.39268
H -4.02785 -6.17718 -1.33639
H -5.11532 -6.92931 -0.18618
H -3.02745 -8.02112 0.26304
H -3.56063 -7.04727 1.57381
H -0.91812 -8.05577 1.20479
H 0.14394 -6.75557 1.61287
H -1.34895 -6.91452 2.47432
H -1.54940 -5.40235 -1.50002
H -0.24503 -5.61055 -0.48946
H -0.95707 -7.08494 -1.25985
H -2.99958 -2.21130 1.74170
H -3.74364 -3.57576 2.71554
H -4.60331 -2.55451 1.63226
H -1.24311 -4.12180 2.50334
C -1.36546 0.95019 -6.71964
C -1.92871 -0.12513 -5.83001
C -3.25559 -0.54649 -6.57359
C -3.80451 -1.89483 -6.03089
C -2.70495 -3.00641 -6.10346
C -1.46739 -2.64559 -5.26880
N -1.03537 -1.22835 -5.64574
O 0.13524 -0.83527 -5.02153
C -1.71777 -2.88070 -3.78476
C -0.26488 -3.61431 -5.80919
C -2.56933 0.48955 -4.49395
H -1.96549 1.72176 -7.20208
H -0.95230 0.48470 -7.61447
H -0.45288 1.47124 -6.43017
H -3.97950 0.26383 -6.48748
H -3.19022 -0.53123 -7.66152
H -4.63361 -2.19041 -6.67379
H -4.12451 -1.77466 -4.99587
H -2.54134 -3.18150 -7.16678
H -3.18701 -3.92553 -5.77038
H -1.95282 -3.91869 -3.54933
H -0.76829 -2.61743 -3.31863
H -2.49342 -2.16440 -3.51384
H 0.56052 -3.63881 -5.09769
H -0.70141 -4.61288 -5.82931
H 0.20429 -3.56176 -6.79164
H -3.03534 -0.24209 -3.83392
H -3.23132 1.30311 -4.79062
H -1.86516 1.08193 -3.90972
H 0.70241 -0.40132 -5.66310
C 8.93649 0.82813 3.92591
C 8.26218 1.60518 2.69999
C 8.88485 0.84948 1.50384
C 8.14810 0.94832 0.15017
C 6.61062 0.74508 0.32051
C 6.03322 1.69450 1.53694
N 6.81732 1.34312 2.71728
O 6.27936 1.94262 3.84067
C 5.95931 3.27194 1.14348
C 4.55057 1.23209 1.71064
C 8.81694 3.00855 2.88411
H 8.77648 1.26655 4.91094
H 10.02409 0.76346 3.89333
H 8.55092 -0.18219 4.06265
H 9.89399 1.24663 1.39429
H 8.90492 -0.23729 1.58532
H 8.61512 0.33614 -0.62134
H 8.28397 1.92478 -0.31477
H 6.55205 -0.31458 0.56908
H 6.17755 1.06415 -0.62752
H 5.49587 3.35814 0.16068
H 5.37035 3.82456 1.87548
H 6.95505 3.68006 0.97014
H 3.87535 1.86630 2.28506
H 4.07938 0.93536 0.77360
H 4.65458 0.31236 2.28629
H 9.88837 2.99145 3.08369
H 8.24694 3.52975 3.65324
H 8.75748 3.54600 1.93769
H 5.38747 1.59717 3.92314
C -5.94707 4.19003 -2.45071
O -7.21613 4.20664 -1.73708
C -7.14768 4.55840 -0.34070
C -7.25451 3.25236 0.54289
N -6.01925 2.58559 0.65583
C -6.04195 1.41280 1.55870
C -4.68697 0.75684 1.51542
O -3.50138 1.53799 1.69873
C -2.34645 1.10138 1.00369
H -6.04936 4.31407 -3.52878
H -5.35716 3.29447 -2.25559
H -5.42479 5.09328 -2.13532
H -8.12111 5.00883 -0.14662
H -6.29668 5.22089 -0.18260
H -8.11393 2.64387 0.26142
H -7.52339 3.66997 1.51315
H -5.22961 3.17802 0.86933
H -6.81163 0.73311 1.19304
H -6.22310 1.77733 2.56984
H -4.62140 0.13223 0.62454
H -4.68177 0.12280 2.40202
H -1.52263 1.74993 1.30168
H -2.37359 1.29159 -0.06925
H -2.16405 0.08836 1.36233
C -0.95262 0.57795 8.75084
O -0.94214 0.44654 7.31323
C 0.04927 -0.45287 6.82525
C 0.38769 -0.18923 5.32305
N 1.38846 -1.18883 4.90691
C 1.65540 -1.10785 3.47459
C 2.62626 -2.23984 3.01508
O 2.71493 -2.24573 1.58974
C 3.18660 -3.39534 0.88145
H -1.63597 -0.13680 9.20939
H -1.35384 1.57452 8.93519
H -0.04940 0.31224 9.30010
H -0.24240 -1.49867 6.92188
H 1.04587 -0.33821 7.25157
H 0.69970 0.83336 5.11077
H -0.48967 -0.35674 4.69833
H 2.17324 -0.86215 5.45235
H 2.12217 -0.21533 3.05790
H 0.65951 -1.25876 3.05800
H 2.25224 -3.20092 3.36797
H 3.61771 -2.13290 3.45519
H 2.63688 -4.33544 0.83548
H 4.12421 -3.69459 1.34989
H 3.59508 -3.05798 -0.07114
C -1.96606 6.64616 0.35545
O -1.49529 6.40265 -0.95124
C -1.99197 5.15938 -1.63065
C -0.92368 4.03204 -1.38932
N 0.44031 4.61081 -1.63162
C 1.51307 3.63118 -1.45891
C 2.90716 4.33490 -1.40064
O 2.85763 5.30344 -0.30333
C 4.05610 5.91023 0.06983
H -1.73152 5.76964 0.95944
H -3.05369 6.71554 0.37384
H -1.38389 7.46510 0.77797
H -1.93347 5.46908 -2.67409
H -3.04122 4.87072 -1.56858
H -1.01354 3.11280 -1.96814
H -0.99221 3.78670 -0.32950
H 0.68798 5.39156 -1.04070
H 1.47916 2.98583 -2.33668
H 1.48496 3.06146 -0.53008
H 3.02500 4.75212 -2.40071
H 3.63355 3.52481 -1.33581
H 4.10721 5.90426 1.15862
H 3.98296 6.94259 -0.27221
H 4.88605 5.42570 -0.44447

---

Entry from OMol25: C2HFO3S as an isolated structure at a distorted geometry (the ωB97M-V functional and the def2-TZVPD basis).

Output
Total charge: 0
ΔE to the lowest compared entry with this formula, charge and spin (eV): 2.4416

Element x y z (Å)
C -0.18432 -0.01876 -0.34868
C -0.58449 1.13285 -0.83210
O -3.03405 -1.35139 -1.65377
O -0.54476 -1.16101 -0.88934
O -1.63337 0.60283 -2.28781
F -0.51708 2.40569 -0.67075
S -1.78364 -0.96918 -2.22359
H 0.47638 -0.07036 0.50892

---

Entry from OMol25: one molecule with the formula C7H10S at a distorted geometry (the ωB97M-V functional and the def2-TZVPD basis).

Output
Structure (SMILES): C=C1[C@H](C)C=C[C@@H]1S
Total charge: 0
ΔE to the lowest compared entry with this formula, charge and spin (eV): 3.5955

Element x y z (Å)
C -2.39259 0.21795 1.02915
C -1.63692 -0.04870 -0.27396
C -1.30764 -1.50275 -0.28555
C 0.08582 -1.57950 -0.28710
C 0.75667 -0.31373 -0.57732
C -0.30012 0.80926 -0.43265
C -0.23096 2.11296 -0.49582
H -3.39419 -0.20781 1.24165
H -1.65626 0.24718 1.89904
H -2.67916 1.19095 1.02242
H -2.15180 0.40914 -1.13799
H -2.22910 -2.25581 -0.32171
H 0.52699 -2.59877 -0.60690
H 1.40752 -0.19902 -1.55808
H 1.81039 0.64985 1.64742
H -1.25917 2.71484 -0.49964
H 0.67484 2.52359 -0.95905
S 2.44403 -0.04045 0.45077